<P>
16
Properties=species:S:1:pos:R:3 method="wB97M-V/def2-TZVPD" multiplicity=1 homo_ha=-0.3245 smiles="OCC1=C2COC[C@@H]12"
C 0.68 -0.36 -0.48
C 0.31 0.36 0.55
C 0.31 -1.43 -1.36
C -1.51 0.06 -1.29
C -0.38 0.77 -0.68
C 0.47 0.72 2.21
O -1.04 -1.22 -1.83
O 1.83 1.16 2.57
H 0.97 -1.55 -2.35
H 0.21 -2.33 -0.67
H -2.39 -0.35 -0.69
H -2.00 0.55 -2.19
H -0.14 1.71 -1.19
H 0.14 -0.23 2.53
H -0.05 1.67 2.30
H 2.59 0.48 2.55

---

<Q>
16
Properties=species:S:1:pos:R:3 method="wB97M-V/def2-TZVPD" multiplicity=1 homo_ha=-0.3447
C 1.97 -0.86 -0.24
C 1.46 0.60 -0.73
C 0.21 1.17 -0.24
C -0.61 0.85 0.95
C -1.91 0.34 0.74
C -2.12 -0.32 -0.51
H 0.45 -0.64 0.81
H 3.25 -0.81 0.09
H 1.81 -1.71 -1.18
H 1.71 0.94 -1.86
H -0.38 2.18 -0.29
H -0.30 0.94 2.09
H -2.77 0.00 1.32
H -1.38 0.10 -1.42
O 1.38 -1.41 0.96
O -2.77 -1.36 -0.48

---

<R>
16
Properties=species:S:1:pos:R:3 method="wB97M-V/def2-TZVPD" multiplicity=1 homo_ha=-0.3060 smiles=Oc1ccccc1.O
C -1.22 2.01 0.48
C -0.71 1.55 -0.72
C -0.27 0.23 -0.87
C -0.33 -0.60 0.23
O 0.03 -1.91 0.18
C -0.80 -0.14 1.46
C -1.22 1.16 1.59
H -1.63 3.01 0.54
H -0.64 2.25 -1.54
H 0.15 -0.09 -1.81
H 0.53 -2.08 -0.64
H -0.77 -0.87 2.27
H -1.52 1.54 2.56
H 2.81 -2.16 -0.46
H 3.16 -1.98 -1.95
O 2.43 -1.91 -1.32

---

Least stable of them? <Q>.

---

<P>
16
Properties=species:S:1:pos:R:3 method="wB97M-V/def2-TZVPD" multiplicity=1 homo_ha=-0.3534 smiles="C=C1C(=O)[C@@H](C)[C@@H]1O"
C 1.10 -1.03 0.18
C 1.47 0.41 0.45
C 1.63 -2.19 -0.04
C -0.32 -0.61 -0.01
C -0.01 0.85 0.52
C -0.44 2.05 -0.32
O 2.48 1.00 0.45
O -1.42 -1.27 0.66
H 1.09 -2.99 -0.46
H 2.69 -2.21 0.09
H -0.44 -0.77 -1.05
H -0.18 1.08 1.53
H -0.06 1.86 -1.26
H -0.04 3.01 0.00
H -1.49 2.17 -0.36
H -1.33 -2.23 0.50

---

<Q>
16
Properties=species:S:1:pos:R:3 method="wB97M-V/def2-TZVPD" multiplicity=1 homo_ha=-0.3041 smiles="C=C1CCOC=CO1"
C -1.80 -1.38 1.18
C -0.64 -0.78 0.60
C -0.77 -0.08 -0.82
C -0.21 1.36 -0.54
C 1.96 0.75 -0.49
C 1.75 -0.31 0.36
H -2.76 -1.71 0.54
H -1.86 -2.37 2.05
H -1.92 0.07 -0.98
H -0.46 -0.54 -1.70
H -1.02 2.16 -0.88
H 0.31 1.61 0.63
H 2.97 1.06 -0.35
H 2.71 -0.51 0.80
O 1.13 1.48 -1.36
O 0.64 -0.80 0.97

---

<R>
16
Properties=species:S:1:pos:R:3 method="wB97M-V/def2-TZVPD" multiplicity=1 homo_ha=-0.3368 smiles="C/C(C=O)=C/[C@H]1CO1"
C 0.14 0.52 -2.27
C 0.15 -0.10 -0.95
C 1.18 -1.16 -0.99
C -0.55 0.33 0.14
C -0.85 -0.29 1.39
C -0.38 0.33 2.67
H -0.63 1.28 -2.49
H 0.08 -0.10 -3.14
H 1.13 0.95 -2.31
H 1.90 -0.91 -1.90
H -0.88 1.39 0.04
H -0.84 -1.32 1.51
H -0.17 -0.42 3.44
H 0.01 1.31 2.70
O 1.42 -2.07 -0.18
O -1.71 0.26 2.33

---

<S>
16
Properties=species:S:1:pos:R:3 method="wB97M-V/def2-TZVPD" multiplicity=1 homo_ha=-0.2871 smiles="C=C=C(O)/C(C)=C/O"
C 1.32 -0.46 0.34
C 0.56 1.92 -0.02
C -1.02 -0.08 0.15
C 0.33 0.45 0.21
C -1.16 -1.35 -0.21
C -1.47 -2.52 -0.69
O 2.65 -0.21 0.23
O -2.09 0.69 0.52
H 2.79 0.69 -0.10
H -1.77 1.49 0.95
H 1.16 -1.46 0.74
H 1.34 2.08 -0.77
H 0.86 2.43 0.90
H -0.33 2.41 -0.42
H -1.39 -3.42 -0.10
H -1.78 -2.65 -1.72

---

Least stable of them? <Q>.

---

<P>
16
Properties=species:S:1:pos:R:3 method="wB97M-V/def2-TZVPD" multiplicity=1 homo_ha=-0.3191
C -1.48 0.43 -0.73
C 0.25 0.28 -0.61
C 0.24 -1.27 -1.13
C 0.67 -0.97 0.14
C 0.32 0.50 1.62
C 1.14 1.00 0.39
H -1.74 1.54 -0.35
H -1.63 0.62 -1.86
H -1.91 -0.29 -0.06
H -0.56 -1.45 -1.63
H 0.96 -1.53 -1.87
H 1.73 -1.26 0.16
H -0.95 1.07 1.39
H 0.84 0.52 2.86
O -0.05 -0.86 1.30
O 2.17 1.70 0.37

---

<Q>
16
Properties=species:S:1:pos:R:3 method="wB97M-V/def2-TZVPD" multiplicity=1 homo_ha=-0.3524
C -1.06 -1.04 1.02
C -2.13 -0.58 -0.09
C -1.63 0.64 -0.57
C -0.61 1.51 0.11
C 0.62 1.07 0.23
C 1.41 -0.12 -0.12
H -1.64 -2.12 1.67
H 0.06 -1.52 0.48
H -1.00 -0.18 2.01
H -3.03 -0.97 -0.44
H -2.15 0.76 -1.58
H -0.91 2.66 0.23
H 1.24 1.83 0.81
H 0.08 -0.65 -1.39
O 0.98 -0.98 -1.06
O 2.48 -0.10 0.40

---

<R>
16
Properties=species:S:1:pos:R:3 method="wB97M-V/def2-TZVPD" multiplicity=1 homo_ha=-0.3365
C 2.33 -1.49 0.09
C 0.78 -1.06 0.02
C 0.05 0.18 -0.09
C 0.60 1.31 -0.44
C 1.53 2.05 0.16
C -1.38 -0.02 0.22
H 2.81 -0.84 -0.69
H 2.50 -2.45 -0.51
H 2.58 -1.57 1.11
H 0.19 -1.87 0.24
H -0.04 1.68 -1.22
H 1.84 3.01 -0.18
H 1.86 1.63 1.32
H -2.60 -1.18 -0.16
O -1.75 -1.40 -0.16
O -2.33 0.86 0.21

---

Least stable of them? <P>.

---

<P>
16
Properties=species:S:1:pos:R:3 method="wB97M-V/def2-TZVPD" multiplicity=1 homo_ha=-0.3359 smiles="C[C@@H]1OC=C[C@@H]2O[C@@H]12"
C 0.99 -1.77 -1.77
C 0.88 -0.63 -0.66
C -0.41 -0.59 1.51
C -0.79 0.75 1.55
C -0.23 1.53 0.60
C -0.23 0.57 -0.55
H -0.06 -2.21 -1.77
H 1.98 -2.46 -1.55
H 0.98 -1.46 -2.86
H 1.89 -0.07 -0.29
H -0.38 -1.11 2.50
H -1.14 1.12 2.63
H 0.68 2.25 0.65
H -1.03 -0.13 -0.65
O 0.21 -1.39 0.54
O -0.72 2.01 -0.89

---

<Q>
16
Properties=species:S:1:pos:R:3 method="wB97M-V/def2-TZVPD" multiplicity=1 homo_ha=-0.3316 smiles="C=C1CO[C@H]2C[C@@]12O"
C -0.42 0.68 0.03
C -1.39 -0.19 0.90
C -1.15 -0.53 -0.48
C 0.87 -1.43 0.20
C 1.07 0.15 0.14
C 2.20 0.87 0.04
H -0.86 2.36 0.49
H -2.37 0.19 1.08
H -1.09 -0.73 1.75
H -1.86 -0.24 -1.23
H 1.74 -1.92 -0.23
H 0.63 -1.86 1.28
H 3.06 0.28 -0.01
H 2.32 1.89 0.08
O -0.77 1.95 -0.38
O -0.31 -1.61 -0.64

---

Least stable of them? <P>.

---

<P>
16
Properties=species:S:1:pos:R:3 method="wB97M-V/def2-TZVPD" multiplicity=1 homo_ha=-0.3326 smiles="C=C(CC=O)[C@@H]1CO1"
C 1.52 -0.72 -0.52
C 0.45 -0.08 0.03
C 0.37 0.40 1.57
C 0.12 1.93 1.61
C -0.73 -0.09 -0.88
C -1.37 -1.28 -1.43
H 2.59 -0.57 -0.40
H 1.49 -1.34 -1.45
H 1.35 0.32 2.14
H -0.49 -0.17 1.96
H 0.21 2.25 2.58
H -1.29 0.74 -0.65
H -0.97 -2.23 -1.31
H -2.50 -1.33 -1.53
O -0.14 2.53 0.59
O -0.62 -0.37 -2.30

---

<Q>
16
Properties=species:S:1:pos:R:3 method="wB97M-V/def2-TZVPD" multiplicity=1 homo_ha=-0.3616 smiles=C1C[C@H]2O[C@@H]1[C@H]1O[C@H]12
C 1.05 1.06 0.42
C -0.39 1.48 0.12
C -1.20 0.21 0.18
C 0.76 -0.36 0.78
C 0.61 -1.03 -0.38
C -0.69 -0.77 -0.86
H 1.66 1.80 1.16
H 1.70 0.82 -0.53
H -0.70 1.79 -0.91
H -0.87 2.09 1.04
H -2.25 0.09 0.31
H 1.60 -0.75 1.38
H 1.08 -2.15 -0.64
H -1.24 -1.65 -1.33
O -0.60 -0.46 1.37
O 0.37 -0.24 -1.63

---

<R>
16
Properties=species:S:1:pos:R:3 method="wB97M-V/def2-TZVPD" multiplicity=1 homo_ha=-0.3117 smiles=C1O[C@@H]2[C@@H]3OC[C@@H]1[C@H]23
C -1.55 -0.96 -0.07
C -0.82 1.30 -0.15
C 0.89 1.27 -0.17
C 1.48 -1.02 -0.06
C -0.03 -0.73 -0.01
C 0.02 0.57 0.77
H -1.88 -1.78 -0.72
H -2.08 -1.10 0.89
H -1.21 2.31 -0.07
H 1.34 2.24 -0.15
H 1.94 -1.00 0.94
H 1.88 -1.78 -0.69
H -0.04 -0.48 -1.09
H 0.12 0.51 1.87
O -1.87 0.35 -0.64
O 1.81 0.29 -0.67

---

Least stable of them? <R>.

---

<P>
14
Properties=species:S:1:pos:R:3 method="wB97M-V/def2-TZVPD" multiplicity=1 homo_ha=-0.3370
C 0.44 -0.99 1.34
C 0.01 0.00 0.23
C -0.29 -0.55 -1.14
S -0.72 0.65 -2.45
N 0.87 1.20 0.17
H -0.42 -1.21 2.05
H 1.15 -0.41 1.95
H 0.96 -1.84 0.91
H -1.05 0.29 0.50
H 0.64 -1.07 -1.46
H -1.14 -1.28 -1.22
H -1.77 1.68 -1.07
H 0.64 1.85 0.90
H 0.67 1.67 -0.72

---

<Q>
14
Properties=species:S:1:pos:R:3 method="wB97M-V/def2-TZVPD" multiplicity=1 homo_ha=-0.3295 smiles=NCCCS
C -1.16 -0.36 0.00
C 0.16 0.31 -0.45
C 1.36 -0.16 0.46
S 2.90 0.27 -0.39
N -2.26 0.43 -0.47
H -1.16 -1.40 -0.34
H -1.11 -0.51 1.09
H 0.20 1.39 -0.59
H 0.39 -0.14 -1.41
H 1.43 0.49 1.34
H 1.09 -1.18 0.76
H 3.68 -0.64 0.21
H -3.24 0.20 -0.28
H -2.29 1.29 0.08

---

Least stable of them? <P>.

---

<P>
14
Properties=species:S:1:pos:R:3 method="wB97M-V/def2-TZVPD" multiplicity=1 homo_ha=-0.3242
C -2.47 -0.77 -0.34
C -0.96 -0.58 -0.20
C -0.29 0.27 -1.27
S 1.96 0.62 0.03
N -0.61 -0.17 1.12
H -2.76 -1.02 -1.36
H -2.72 -1.69 0.17
H -3.03 0.00 0.15
H -0.55 -1.57 -0.32
H -0.58 1.32 -1.33
H -0.25 -0.16 -2.27
H 0.80 0.30 -0.92
H 0.41 -0.19 1.14
H -0.84 0.82 1.28

---

<Q>
14
Properties=species:S:1:pos:R:3 method="wB97M-V/def2-TZVPD" multiplicity=1 homo_ha=-0.2511
S -0.31 1.73 -1.52
H -0.22 2.00 -0.21
C 1.48 -2.05 0.88
C 0.87 -0.69 0.56
C -1.51 -0.23 0.44
N -0.48 -0.54 1.15
H 1.54 -2.23 1.95
H 0.99 -2.89 0.38
H 2.51 -1.99 0.51
H 1.49 0.11 0.95
H 0.73 -0.52 -0.51
H -2.45 -0.10 0.97
H -1.43 -0.09 -0.63
H -0.57 -0.72 2.14

---

Least stable of them? <P>.

---

<P>
14
Properties=species:S:1:pos:R:3 method="wB97M-V/def2-TZVPD" multiplicity=1 homo_ha=-0.3317 smiles=NCCCS
C -0.71 0.24 0.60
C 0.12 0.24 -0.68
C 1.27 -0.76 -0.75
S 1.93 -1.34 0.86
N -1.75 1.25 0.61
H -0.11 0.39 1.49
H -1.13 -0.77 0.73
H -0.61 0.04 -1.48
H 0.46 1.24 -0.92
H 2.11 -0.26 -1.24
H 0.99 -1.64 -1.32
H 0.92 -2.19 1.06
H -1.94 1.62 -0.30
H -1.55 1.92 1.33

---

<Q>
14
Properties=species:S:1:pos:R:3 method="wB97M-V/def2-TZVPD" multiplicity=1 homo_ha=-0.3203 smiles="C=N.CSC"
C -1.71 1.72 -0.53
N -2.25 2.21 -1.56
H -2.07 0.82 -0.04
H -0.90 2.20 0.04
H -1.57 2.81 -2.03
C 1.65 -1.19 1.59
S -0.02 -1.60 1.05
C 0.19 -1.01 -0.66
H 2.42 -1.51 0.89
H 1.75 -0.12 1.74
H 1.89 -1.69 2.53
H -0.81 -1.01 -1.10
H 0.89 -1.65 -1.18
H 0.55 0.01 -0.74

---

Least stable of them? <Q>.

---

<P>
14
Properties=species:S:1:pos:R:3 method="wB97M-V/def2-TZVPD" multiplicity=1 homo_ha=-0.3292 smiles=C[C@H](N)CS
C -0.68 0.34 -1.35
C 0.14 0.44 -0.03
C -0.63 -0.33 0.92
S 0.03 -0.39 2.69
N 1.59 0.15 -0.23
H -1.64 0.74 -1.02
H -0.31 1.05 -2.15
H -0.77 -0.64 -1.88
H 0.13 1.43 0.41
H -0.72 -1.38 0.94
H -1.71 0.03 0.81
H 0.96 -1.23 2.28
H 1.72 -0.81 -0.34
H 1.88 0.61 -1.05

---

<Q>
14
Properties=species:S:1:pos:R:3 method="wB97M-V/def2-TZVPD" multiplicity=1 homo_ha=-0.3038
C 2.32 0.10 0.30
C -0.21 0.98 0.05
C -1.72 0.57 -0.19
H 2.48 1.17 -0.09
H 2.13 0.17 1.33
H 3.00 -0.54 -0.18
H 0.02 1.20 1.10
H -0.04 1.80 -0.72
H -2.30 1.56 0.08
H -1.84 0.24 -1.24
H -1.66 -1.14 1.49
H -2.05 -1.50 -0.80
N -2.11 -0.66 0.39
S 0.79 -0.52 -0.29

---

<R>
14
Properties=species:S:1:pos:R:3 method="wB97M-V/def2-TZVPD" multiplicity=1 homo_ha=-0.3173 smiles=C[C@@H](N)CS
C -0.61 -1.01 0.70
C -0.48 0.09 -0.43
C 1.13 0.42 -0.63
H -0.08 -1.97 0.43
H -1.65 -1.20 0.95
H -0.06 -0.61 1.60
H -0.99 -0.31 -1.24
H -0.81 2.06 0.15
H -2.17 1.34 -0.27
H 1.28 0.87 -1.65
H 1.36 1.21 0.14
H 1.96 -1.26 0.80
N -1.23 1.22 -0.14
S 2.36 -0.85 -0.38

---

<S>
14
Properties=species:S:1:pos:R:3 method="wB97M-V/def2-TZVPD" multiplicity=1 homo_ha=-0.3063 smiles="C=N.CSC"
C 0.15 -4.27 3.71
N 0.45 -5.49 4.16
H 0.64 -3.39 4.19
H -0.66 -4.01 3.04
H -0.21 -6.21 3.79
C -1.37 2.22 -2.27
S 0.16 1.90 -3.04
C 1.31 3.06 -1.99
H -1.68 1.19 -2.25
H -2.02 2.83 -2.94
H -1.39 2.79 -1.25
H 1.13 4.05 -1.53
H 1.23 2.27 -1.19
H 2.27 3.05 -2.44

---

Least stable of them? <Q>.

---

<P>
19
Properties=species:S:1:pos:R:3 method="wB97M-V/def2-TZVPD" multiplicity=1 homo_ha=-0.3173 smiles="[H]/N=P/C(C)=C/C.C"
C 0.30 1.08 1.02
C -0.62 0.76 0.10
C 1.65 1.44 0.55
C -0.15 -2.19 0.58
C -0.33 0.92 -1.38
N -3.14 0.38 -0.49
P -2.24 0.42 0.73
H 0.10 1.11 2.03
H 2.26 1.59 1.41
H 1.60 2.27 -0.21
H 1.98 0.66 0.03
H -0.18 -3.27 0.38
H -0.57 -1.88 1.65
H 0.85 -1.65 0.28
H -0.25 1.89 -1.72
H -1.31 0.66 -2.04
H 0.46 0.31 -1.89
H -4.14 0.26 -0.44
H -0.95 -1.87 -0.18

---

<Q>
19
Properties=species:S:1:pos:R:3 method="wB97M-V/def2-TZVPD" multiplicity=1 homo_ha=-0.2985 smiles="CCPN=C(C)C"
C -1.49 0.39 -0.40
C -2.40 -0.05 -1.44
C -2.12 0.61 0.92
C 2.81 -1.00 0.74
C 2.37 0.04 -0.35
N -0.22 0.53 -0.64
P 0.98 1.08 0.35
H -2.91 0.75 -1.94
H -3.09 -0.79 -1.10
H -1.69 -0.53 -2.31
H -2.66 1.49 0.91
H -1.31 0.72 1.67
H -2.91 -0.21 1.06
H 3.88 -1.23 0.57
H 2.74 -0.47 1.63
H 2.24 -1.92 0.74
H 1.94 -0.56 -1.26
H 3.13 0.77 -0.70
H 0.71 0.39 1.53

---

<R>
19
Properties=species:S:1:pos:R:3 method="wB97M-V/def2-TZVPD" multiplicity=1 homo_ha=-0.3246 smiles="C1=NC1.CCCP"
C -3.84 -0.34 0.64
C -3.62 0.97 -0.05
C 2.97 -0.04 0.82
C 2.51 0.19 -0.64
C 1.03 0.30 -0.42
N -3.37 -0.43 -0.50
P 0.25 -1.40 -0.14
H -1.20 -0.96 -0.39
H -4.28 -0.76 1.50
H -4.53 1.40 -0.37
H -2.72 1.43 0.31
H 4.00 0.04 0.96
H 2.49 0.49 1.61
H 2.80 -1.01 1.14
H 2.85 1.08 -0.97
H 2.74 -0.56 -1.24
H 0.87 0.78 0.44
H 0.57 0.73 -1.31
H 0.47 -1.89 -1.37

---

Least stable of them? <R>.

---

<P>
8
Properties=species:S:1:pos:R:3 method="wB97M-V/def2-TZVPD" multiplicity=1 homo_ha="-0.3559 / -0.3558"
C -0.57 0.15 2.16
C 0.43 1.24 -0.87
C 0.40 -0.11 -0.86
N -0.88 0.50 3.21
N 0.43 2.40 -0.86
N -0.19 -1.25 -1.32
O 1.19 -1.19 -0.80
H -0.81 -1.75 -0.66

---

<Q>
8
Properties=species:S:1:pos:R:3 method="wB97M-V/def2-TZVPD" multiplicity=1 homo_ha="-0.4148 / -0.4147" smiles=N#CC1(C#N)NO1
C -1.47 1.47 -0.20
C -2.65 -0.59 0.07
C -1.43 0.03 -0.38
N -1.48 2.60 0.03
N -3.53 -1.25 0.38
N 0.11 -0.85 -0.04
O -0.55 -0.51 -1.32
H 0.96 -0.20 0.24

---

Least stable of them? <P>.

---

<P>
9
Properties=species:S:1:pos:R:3 method="wB97M-V/def2-TZVPD" multiplicity=1 homo_ha=-0.3281
C -0.43 -0.80 -0.66
C 0.73 1.42 0.16
N 0.20 -1.71 0.10
N 0.23 2.25 -0.53
O 1.30 0.83 0.98
I -2.39 -0.34 0.17
H -0.22 -2.10 0.84
H 1.16 -2.02 -0.06
H -0.58 2.46 -1.00

---

<Q>
9
Properties=species:S:1:pos:R:3 method="wB97M-V/def2-TZVPD" multiplicity=1 homo_ha=-0.3646
C -1.65 0.12 0.02
C -0.95 -1.20 -0.04
N -0.86 1.27 0.18
N 0.36 -1.01 -0.12
O -1.45 -2.28 0.16
I -3.68 0.12 0.00
H -1.50 2.01 0.11
H 0.82 -0.04 0.01
H 0.89 -1.84 -0.18

---

Least stable of them? <P>.